(1)
# C44H90As2F28N9O16S8

A molecular structure, C44H90As2F28N9O16S8 at a distorted geometry (ωB97M-V/def2-TZVPD, the Open Molecules 2025 dataset).

Last column: Mulliken charge in e.
Atoms and positions in Å:
As  9.282  18.730  22.325  2.247
As  14.554  21.153  19.730  1.868
S  10.022  28.591  22.963  1.164
S  10.262  26.345  14.050  1.130
S  16.227  13.544  22.278  0.690
S  12.571  27.541  23.908  1.277
S  16.615  10.922  21.370  0.945
S  15.717  20.329  28.163  0.998
S  8.845  24.096  14.678  1.201
S  13.506  18.814  28.762  1.026
F  8.836  27.920  25.223  -0.153
F  18.630  13.233  23.225  -0.229
F  7.733  29.323  23.939  -0.245
F  9.322  30.086  25.110  -0.219
F  10.632  18.389  23.475  -0.667
F  13.640  17.242  28.969  -0.313
F  14.002  20.424  18.313  -0.366
F  15.870  20.909  29.653  -0.265
F  12.558  28.643  26.252  -0.241
F  14.283  22.704  18.861  -0.445
F  16.182  20.994  19.096  -0.561
F  14.158  10.373  20.728  -0.236
F  9.290  22.844  13.730  -0.294
F  15.554  10.000  19.154  -0.232
F  15.018  12.034  19.530  -0.219
F  17.056  12.760  24.763  -0.249
F  9.300  17.038  21.996  -0.566
F  8.131  18.485  23.543  -0.501
F  10.538  18.872  21.139  -0.501
F  14.817  19.580  20.447  -0.779
F  13.113  21.269  20.597  -0.326
F  9.230  20.405  22.556  -0.435
F  8.127  18.834  21.066  -0.507
F  11.472  25.445  13.585  -0.256
F  13.566  26.717  26.163  -0.226
F  11.389  26.866  26.124  -0.184
F  17.422  14.827  24.224  -0.194
F  15.305  21.994  21.066  -0.565
O  9.764  23.943  15.796  -0.452
O  9.759  29.695  22.041  -0.683
O  10.564  26.723  15.457  -0.574
O  17.065  20.210  27.688  -0.672
O  13.967  28.014  23.708  -0.706
O  12.490  18.908  27.739  -0.394
O  13.151  19.395  30.039  -0.626
O  10.219  27.492  13.187  -0.609
O  12.240  26.197  23.587  -0.455
O  15.204  14.409  22.762  -0.730
O  16.963  14.065  21.173  -0.424
O  14.911  21.205  27.413  -0.421
O  9.601  27.320  22.437  -0.775
O  7.508  23.908  15.082  -0.662
O  16.652  9.635  21.980  -0.634
O  17.798  11.368  20.702  -0.583
N  11.771  26.410  19.376  1.189
N  15.073  18.970  28.472  -0.318
N  15.881  12.033  22.334  -0.430
N  11.481  28.578  23.496  -0.557
N  9.037  25.382  13.809  -0.618
N  11.582  22.415  24.725  1.696
N  12.916  15.198  25.480  0.577
N  17.600  17.919  21.297  0.810
N  10.699  20.060  16.263  1.133
C  19.225  16.381  20.307  -0.943
C  12.477  21.248  24.883  -1.276
C  9.976  23.618  23.340  -0.337
C  9.566  19.524  15.369  -0.867
C  9.156  18.033  13.218  -1.273
C  10.977  16.662  25.963  1.509
C  11.970  13.151  24.579  -0.819
C  9.954  20.745  17.464  -1.209
C  12.061  25.543  18.130  -1.696
C  11.114  18.949  18.405  -0.665
C  10.325  26.093  19.634  -0.306
C  11.585  21.035  15.585  -1.259
C  13.717  14.067  26.177  -0.312
C  17.012  17.283  20.071  -0.534
C  18.857  19.907  22.342  -0.454
C  10.002  17.040  27.075  -1.720
C  10.169  22.065  25.154  -0.280
C  10.123  24.675  19.307  0.010
C  10.783  20.453  18.661  1.169
C  17.409  13.556  23.740  0.687
C  18.646  16.874  21.580  -0.002
C  12.502  27.435  25.719  0.506
C  11.319  24.227  18.508  2.344
C  13.247  28.346  18.703  -0.125
C  11.834  27.879  19.044  -0.597
C  11.842  15.516  26.391  -1.621
C  12.412  14.579  24.194  0.377
C  15.258  10.833  20.137  0.702
C  18.153  16.754  19.226  -0.908
C  20.353  20.180  22.151  -1.552
C  12.660  26.058  20.532  -1.555
C  12.964  12.779  25.737  -0.762
C  14.582  20.065  24.481  -0.295
C  18.257  19.257  21.095  -0.317
C  10.156  18.939  14.095  -0.310
C  11.987  23.654  25.524  -1.686
C  13.792  16.368  25.082  -0.938
C  11.455  18.947  16.960  -0.887
C  8.991  28.967  24.442  0.438
C  13.430  29.837  18.485  -1.406
C  16.489  18.068  22.304  -0.679
C  11.305  22.859  23.334  -0.932
C  13.912  21.411  24.403  -0.243
C  9.299  23.165  24.650  -1.214
H  9.153  18.776  16.101  0.481
H  10.959  23.829  17.598  -0.670
H  9.653  26.720  19.060  0.657
H  15.776  18.708  21.825  -0.262
H  12.616  26.918  21.201  0.421
H  12.181  23.236  26.514  0.257
H  10.571  19.788  13.524  0.397
H  9.746  21.782  17.200  0.159
H  14.482  30.131  18.487  0.383
H  11.950  18.618  19.033  0.349
H  12.137  12.533  23.694  0.522
H  14.133  19.343  23.799  0.248
H  8.293  22.745  24.581  0.486
H  11.075  28.244  18.273  0.390
H  11.688  21.110  18.613  -1.078
H  15.667  20.208  24.203  0.302
H  11.452  28.310  19.975  0.256
H  16.309  16.489  20.325  0.633
H  14.742  14.140  25.867  0.198
H  12.185  25.225  21.047  0.293
H  13.601  25.725  20.250  0.390
H  13.681  14.345  27.244  0.367
H  10.504  17.499  27.912  0.324
H  13.119  25.378  17.986  0.691
H  20.915  19.287  21.862  0.334
H  19.307  17.289  22.311  0.684
H  9.230  24.089  25.335  0.212
H  10.116  26.375  20.662  -0.085
H  11.695  17.511  25.941  -0.624
H  10.282  20.579  19.574  0.693
H  9.463  16.178  27.513  0.403
H  12.016  23.529  19.002  -0.828
H  9.963  21.036  24.741  0.172
H  13.249  14.548  23.501  -0.111
H  12.119  21.543  16.323  0.314
H  18.154  16.114  22.169  -0.527
H  13.527  27.751  17.790  0.205
H  11.148  21.741  14.947  0.294
H  12.578  19.101  16.841  0.076
H  14.110  21.893  23.443  0.321
H  10.014  24.084  20.227  -0.563
H  17.510  19.929  20.650  -0.197
H  9.212  24.523  18.725  0.424
H  20.678  20.888  21.398  0.385
H  12.177  23.391  22.986  0.691
H  10.454  16.459  24.978  0.036
H  9.003  20.481  15.222  0.319
H  12.475  12.305  26.579  0.346
H  13.714  12.085  25.346  0.378
H  10.212  18.322  18.457  0.458
H  14.083  16.887  25.953  0.468
H  11.992  20.369  24.540  0.167
H  9.457  16.958  13.192  0.317
H  8.979  18.304  12.209  0.362
H  10.257  21.873  26.243  0.625
H  12.869  24.076  25.069  0.502
H  14.552  19.563  25.503  -0.427
H  10.918  13.061  24.968  0.296
H  10.942  18.283  14.414  0.297
H  11.264  14.614  26.543  0.546
H  8.939  20.284  17.523  0.404
H  13.253  17.076  24.437  0.144
H  11.179  18.001  16.533  0.504
H  12.276  15.808  27.310  0.502
H  16.886  18.307  23.284  0.637
H  8.156  17.928  13.633  0.360
H  12.960  30.183  17.542  0.336
H  20.177  16.896  20.088  0.354
H  17.784  15.941  18.619  0.486
H  9.210  17.629  26.633  0.391
H  9.347  23.345  22.456  0.370
H  19.070  19.098  20.402  0.844
H  15.969  17.165  22.317  0.214
H  14.610  15.957  24.500  0.337
H  18.557  17.522  18.588  0.384
H  12.559  21.090  25.965  0.453
H  11.656  15.228  23.739  0.275
H  11.202  21.910  22.778  0.252
H  16.517  18.036  19.513  0.144
H  18.273  20.798  22.682  0.429
H  12.999  30.389  19.324  0.332
H  19.368  15.300  20.273  0.441
H  11.252  24.379  25.516  0.632
H  14.456  22.031  25.169  0.305
H  11.672  26.002  17.249  0.325
H  20.810  20.532  23.067  0.432
H  18.695  19.269  23.173  0.338
H  12.324  20.420  15.065  0.414
H  13.845  28.002  19.507  0.360
H  10.035  24.654  23.231  0.022

Kohn-Sham gap, eV: 9.91
Multiplicity: 1
Total energy, Eh: -13880.703183
Molecular weight, g/mol: 1939.58
HOMO, Eh: -0.3120
Charge: -1

---

(2)
# C44H95NO9P2

6 unconnected molecules or ions with the total composition C44H95NO9P2 at a distorted geometry (ωB97M-V/def2-TZVPD, the Open Molecules 2025 dataset).

Last column: Mulliken spin population.
Atoms and positions in Å:
P  -1.317  3.739  -0.942  0.000
P  2.787  -1.505  2.399  0.000
O  -4.975  0.138  -1.049  0.000
O  -0.503  -0.281  0.783  -0.001
O  -6.075  2.126  -1.168  0.000
O  -3.953  2.027  -0.838  0.000
O  -0.503  -2.182  -0.329  0.003
O  2.636  -5.684  -2.558  0.525
O  3.267  -3.792  -2.027  0.541
O  1.014  -4.053  -2.270  -0.009
O  -2.336  -0.920  -0.132  0.000
N  -3.390  -3.953  -2.849  0.000
C  -2.407  -2.920  -3.501  -0.001
C  0.680  5.641  -1.963  0.000
C  -4.618  6.160  -2.001  0.000
C  1.809  -4.113  2.981  0.000
C  3.019  -0.503  0.859  -0.006
C  6.415  -3.402  2.901  0.000
C  -3.619  -4.913  0.959  0.000
C  -2.642  4.591  -1.949  0.000
C  1.187  7.103  -1.503  0.000
C  2.614  6.946  -0.868  0.000
C  2.198  0.901  3.871  0.000
C  0.629  1.106  -3.652  0.000
C  -2.453  -5.888  1.421  0.000
C  -0.596  2.221  -1.802  0.000
C  -4.755  -3.213  -2.821  0.000
C  2.252  2.963  5.337  0.000
C  -3.995  -4.920  -0.501  0.000
C  -3.515  5.576  -1.142  0.000
C  -0.386  0.814  -4.773  0.000
C  4.367  -2.113  3.135  0.000
C  -1.070  -1.168  0.132  -0.002
C  -1.058  2.823  3.083  0.000
C  7.347  -4.377  2.100  0.000
C  5.141  -3.009  2.231  0.001
C  0.089  4.859  -0.689  0.000
C  -1.734  3.322  0.781  0.000
C  -2.969  -4.246  -1.413  0.001
C  1.161  -5.963  1.325  0.000
C  2.274  -4.547  -2.209  -0.072
C  1.754  -0.576  3.663  0.000
C  -1.351  4.027  3.870  0.000
C  4.227  0.404  0.831  -0.001
C  -4.721  -2.223  -4.050  0.000
C  -0.514  3.202  1.733  0.000
C  -3.670  -5.231  -3.660  0.000
C  4.746  1.101  -0.330  0.000
C  2.077  1.404  5.304  0.000
C  5.055  0.114  -1.557  0.001
C  -3.291  -1.671  -3.973  0.000
C  -5.003  1.479  -1.085  0.000
C  0.474  2.407  -2.902  0.000
C  1.886  -2.995  1.880  0.003
C  0.729  -5.145  2.525  0.000
C  -5.720  6.815  -1.137  0.000
H  7.688  -3.828  1.222  0.000
H  -2.907  -3.257  -0.960  0.000
H  -1.452  1.662  -2.180  0.000
H  -5.495  -1.498  -3.797  0.000
H  4.996  -1.267  3.415  0.000
H  1.888  1.631  3.123  0.000
H  -4.764  -2.658  -1.883  0.000
H  -3.578  -3.896  1.351  0.000
H  -3.321  -0.997  -3.117  0.000
H  0.931  4.381  -0.189  0.000
H  0.505  7.588  -0.804  0.000
H  -4.024  -4.880  -4.629  0.000
H  -1.529  3.811  4.923  0.000
H  -2.319  2.404  0.837  0.000
H  -5.004  -4.555  -0.689  0.000
H  -0.274  2.264  3.594  0.000
H  5.590  1.730  -0.048  0.000
H  -1.398  0.975  -4.401  0.000
H  -2.936  6.348  -0.634  0.000
H  -4.015  0.159  -1.046  0.000
H  5.116  -0.168  1.098  0.000
H  6.876  -5.277  1.707  0.000
H  4.135  -2.603  4.081  0.000
H  8.290  -4.730  2.518  0.000
H  -6.396  6.146  -0.604  0.000
H  4.016  1.827  -0.688  0.000
H  2.691  0.907  6.055  0.000
H  -4.476  -5.336  1.483  0.000
H  -0.187  -4.595  2.308  0.000
H  3.380  6.504  -1.505  0.000
H  0.770  -0.480  3.205  0.000
H  3.277  3.225  5.074  0.000
H  -1.989  -3.479  -4.339  0.000
H  2.181  -3.409  0.916  -0.002
H  5.289  -2.614  1.226  -0.001
H  2.799  -4.506  3.216  0.000
H  -5.381  7.570  -0.428  0.000
H  2.192  3.347  6.356  0.000
H  0.855  -2.651  1.797  0.000
H  0.952  -3.207  -1.820  0.018
H  -0.374  5.632  -0.075  0.000
H  2.047  -0.050  0.664  -0.002
H  -4.427  -5.893  -3.241  0.000
H  -2.222  4.529  3.449  0.000
H  -3.314  3.866  -2.408  0.000
H  1.483  3.401  4.700  0.000
H  -2.693  -5.704  -3.769  0.000
H  0.599  0.289  -2.931  0.000
H  -5.494  -4.014  -2.860  0.000
H  4.573  -3.902  1.970  0.000
H  0.061  2.364  1.338  0.000
H  4.139  -0.259  -2.016  0.000
H  -0.156  1.481  -5.604  0.000
H  -6.361  7.396  -1.801  0.000
H  1.476  2.627  -2.534  0.000
H  2.997  7.963  -0.784  0.000
H  0.973  -5.427  0.395  -0.002
H  -0.176  1.710  -0.936  0.000
H  0.516  -5.826  3.350  0.000
H  -2.292  -5.889  2.499  0.000
H  0.762  -6.977  1.315  0.000
H  -0.428  -0.235  -5.066  0.000
H  3.274  0.935  3.700  0.000
H  5.745  -0.644  -1.186  0.000
H  1.084  1.193  5.700  0.000
H  -1.886  2.117  3.021  0.000
H  0.169  3.208  -3.576  0.000
H  -0.196  5.868  -2.571  0.000
H  -1.965  -4.667  -1.464  -0.001
H  1.632  -1.125  4.596  0.000
H  5.611  0.626  -2.342  0.000
H  -0.537  4.741  4.000  0.000
H  0.028  4.146  1.793  0.000
H  -4.159  6.966  -2.574  0.000
H  2.705  6.396  0.069  0.000
H  -2.143  -0.092  0.315  0.000
H  -1.528  -5.529  0.970  0.000
H  1.607  0.987  -4.117  0.000
H  -2.376  4.140  1.108  0.000
H  -2.645  -6.930  1.165  0.000
H  -3.912  -5.915  -0.939  0.000
H  1.345  -3.691  3.872  0.000
H  -4.884  -2.644  -5.042  0.000
H  -2.912  -1.204  -4.882  0.000
H  3.214  -1.234  0.075  0.006
H  -5.051  5.370  -2.614  0.000
H  -1.607  -2.702  -2.793  0.001
H  -4.003  4.919  -0.422  0.000
H  7.003  -2.491  3.011  0.000
H  -2.215  5.003  -2.863  0.000
H  2.227  -6.129  1.480  0.000
H  1.380  5.133  -2.626  0.000
H  4.245  1.031  1.722  0.000
H  1.175  7.755  -2.377  0.000
H  6.221  -3.709  3.929  0.000

Kohn-Sham gap (spin up / spin down), eV: 7.22 / 3.80
Multiplicity: 2
Total energy, Eh: -3147.796046
Molecular weight, g/mol: 844.19
HOMO (spin up / spin down), Eh: -0.3236 / -0.3236
Charge: +1
⟨S²⟩: 0.76